Formula: C47H57BN5O2ReS2
Source: the Open Molecules 2025 dataset
Level of theory: wB97M-V/def2-TZVPD

Each line ends with the Mulliken charge.
Element x y z (Å)
Re -0.168 0.093 0.436  -1.06
N -9.223 -4.036 -1.633  -0.40
C -8.078 -3.829 -1.514  -0.16
C -6.652 -3.679 -1.421  0.50
C -6.060 -2.411 -1.661  -0.78
C -4.671 -2.255 -1.529  -0.53
C -4.000 -3.295 -0.859  1.03
C -4.506 -4.553 -0.679  -0.64
C -5.844 -4.776 -0.994  -0.80
N -2.750 -2.886 -0.186  0.59
C -1.893 -3.787 0.613  -0.83
C -0.865 -3.021 1.019  -0.75
N -1.096 -1.681 0.601  0.34
C -2.302 -1.638 -0.021  -0.04
H -6.728 -1.549 -1.878  0.47
H -4.186 -1.310 -1.794  0.66
H -3.972 -5.303 -0.151  0.37
H -6.358 -5.714 -1.000  0.49
H -1.883 -4.907 0.698  0.36
H -0.035 -3.206 1.661  0.43
H -2.871 -0.735 -0.322  0.14
C 1.753 4.015 -3.546  -1.75
C 2.001 2.910 -2.390  2.05
C 3.403 2.355 -2.690  -1.36
C 1.732 3.426 -0.980  0.26
C 0.766 4.402 -0.664  -0.47
C 0.673 4.901 0.636  -1.61
C 1.598 4.535 1.639  -0.61
C 2.448 3.434 1.403  -0.22
C 3.421 2.930 2.519  2.41
C 4.911 3.401 2.144  -1.34
C 3.074 3.438 3.931  -1.63
C 2.373 2.799 0.101  -0.57
N 2.846 1.411 0.057  1.11
B 1.914 0.199 0.079  1.75
N 2.874 -0.905 0.014  0.80
C 4.163 -0.429 -0.047  -1.20
C 4.159 0.951 -0.058  -0.83
C 2.583 -2.255 0.281  0.66
C 2.822 -2.745 1.633  -0.74
C 2.962 -4.121 1.769  -0.44
C 2.591 -4.997 0.740  -1.51
C 2.327 -4.517 -0.489  -1.32
C 2.287 -3.137 -0.799  0.70
C 1.722 -2.803 -2.169  2.18
C 2.214 -1.595 -2.875  -1.35
C 1.992 -3.935 -3.200  -1.90
C 2.989 -1.811 2.875  2.21
C 2.061 -2.110 3.999  -1.01
C 4.461 -1.913 3.253  -1.19
H 2.306 3.700 -4.427  0.44
H 2.162 5.036 -3.381  0.36
H 0.694 4.135 -3.728  0.37
H 1.277 2.115 -2.624  -0.99
H 4.153 2.978 -2.172  0.28
H 3.682 2.387 -3.766  0.48
H 3.480 1.343 -2.236  0.11
H 0.157 4.870 -1.494  0.38
H -0.014 5.665 0.847  0.55
H 1.620 5.045 2.574  0.57
H 3.385 1.789 2.482  -1.05
H 5.002 4.048 1.266  0.32
H 5.582 2.539 1.975  0.29
H 5.288 4.070 3.058  0.39
H 3.620 2.827 4.667  0.39
H 1.964 3.281 4.139  0.27
H 3.361 4.514 3.932  0.48
H 5.043 -1.113 0.029  0.48
H 5.007 1.597 -0.066  0.82
H 3.321 -4.555 2.686  0.52
H 2.426 -6.038 0.970  0.45
H 2.235 -5.253 -1.241  0.43
H 0.628 -2.751 -2.007  -0.45
H 3.281 -1.644 -3.199  0.25
H 2.121 -0.693 -2.275  -0.10
H 1.646 -1.393 -3.769  0.63
H 2.960 -4.407 -3.224  0.36
H 1.868 -3.511 -4.223  0.40
H 1.247 -4.702 -2.978  0.51
H 2.742 -0.835 2.391  -1.34
H 2.387 -2.900 4.662  0.47
H 1.123 -2.381 3.441  0.04
H 1.798 -1.174 4.580  0.34
H 5.081 -1.100 2.811  0.27
H 4.818 -2.942 2.970  0.32
H 4.493 -1.815 4.387  0.40
C -2.876 -0.643 4.167  -0.89
O -2.030 -0.002 3.128  -0.03
C -1.223 1.012 3.470  0.10
S -0.854 1.600 4.970  -0.14
S -0.412 1.660 1.986  -0.12
H -3.891 -0.853 3.806  0.20
H -2.901 -0.034 5.052  0.45
H -2.360 -1.599 4.323  0.27
C -6.172 2.818 -0.036  -1.16
C -5.293 1.945 0.850  -0.31
O -4.845 0.750 0.059  -0.21
H -6.012 3.870 0.242  0.34
H -7.247 2.633 0.156  0.37
H -6.012 2.593 -1.048  0.26
H -5.838 1.725 1.761  0.48
H -4.418 2.462 1.085  0.19
H -5.416 0.090 0.320  0.12
C -0.746 1.042 -0.954  1.34
C -1.371 1.577 -2.063  0.63
C -2.438 2.557 -1.877  -0.63
C -3.227 2.846 -2.999  -0.87
C -2.687 2.534 -4.320  -0.54
C -1.648 1.633 -4.472  -0.76
C -1.102 1.011 -3.355  -0.31
H -2.585 3.050 -0.924  0.65
H -4.251 3.165 -2.747  0.36
H -3.221 3.044 -5.127  0.45
H -1.298 1.361 -5.509  0.43
H -0.545 0.058 -3.549  0.35

The total energy is -85666.08206 eV. Its frontier orbital gap (spin up / spin down) is 4.7862 / 4.5923 eV. As for the spin multiplicity: 1. As for the charge: +2. As for the HOMO energy (spin up / spin down): -12.651 / -12.542 eV.

=====

Formula: C47H58As3N4O3PTi
Source: the Open Molecules 2025 dataset
Level of theory: wB97M-V/def2-TZVPD

Each line ends with the Mulliken charge.
Element x y z (Å)
Ti -0.399 0.047 -0.550  -0.28
O 0.647 0.925 0.731  0.30
C 1.587 1.864 0.720  -0.03
C 2.143 2.307 1.923  -0.59
C 3.162 3.242 1.914  -0.88
C 3.633 3.781 0.719  -0.94
C 3.038 3.405 -0.467  -0.76
C 2.007 2.455 -0.495  0.90
C 1.284 2.264 -1.740  -0.77
N 0.281 1.465 -1.873  1.84
N -0.458 1.610 -3.050  -1.31
C -1.577 0.966 -2.915  0.75
O -1.871 0.246 -1.867  -0.12
C -2.610 1.082 -3.972  0.14
C -3.869 0.524 -3.763  -0.23
C -4.858 0.656 -4.726  -0.88
C -4.593 1.344 -5.901  -0.55
C -3.337 1.897 -6.115  -0.77
C -2.347 1.770 -5.155  -0.59
H 1.762 1.895 2.848  0.62
H 3.592 3.563 2.853  0.51
H 4.430 4.510 0.723  0.44
H 3.352 3.858 -1.400  0.50
H 1.532 2.910 -2.581  0.35
H -4.064 0.002 -2.836  0.36
H -5.837 0.227 -4.558  0.46
H -5.364 1.450 -6.652  0.44
H -3.130 2.433 -7.032  0.45
H -1.370 2.206 -5.302  0.49
O -1.374 -2.511 -0.498  -0.45
N -1.980 -1.453 0.176  0.37
C -3.254 -1.498 0.264  -0.43
C -4.147 -0.500 0.865  0.56
C -5.425 -0.993 1.153  -1.12
C -6.378 -0.198 1.765  -0.89
C -6.060 1.109 2.094  -0.79
C -4.804 1.612 1.797  -0.32
C -3.833 0.836 1.171  -0.24
P -2.225 1.612 0.765  2.63
C -1.855 2.483 2.322  0.38
C -1.914 1.739 3.503  -0.44
C -1.562 2.306 4.714  -0.67
C -1.141 3.629 4.763  -0.72
C -1.090 4.376 3.598  -0.76
C -1.446 3.809 2.383  -0.63
C -2.680 2.915 -0.428  0.91
C -1.690 3.819 -0.813  -0.23
C -1.934 4.757 -1.800  -1.25
C -3.166 4.789 -2.438  -0.93
C -4.151 3.885 -2.076  -0.71
C -3.912 2.955 -1.074  -1.06
H -2.060 -3.090 -0.875  0.30
H -3.765 -2.390 -0.113  0.33
H -5.667 -2.018 0.905  0.45
H -7.357 -0.599 1.983  0.43
H -6.791 1.743 2.577  0.48
H -4.569 2.639 2.048  0.52
H -2.258 0.712 3.480  0.33
H -1.621 1.719 5.619  0.47
H -0.862 4.075 5.707  0.42
H -0.780 5.411 3.629  0.49
H -1.417 4.420 1.489  0.41
H -0.711 3.786 -0.346  0.25
H -1.156 5.451 -2.084  0.47
H -3.353 5.511 -3.221  0.41
H -5.107 3.891 -2.579  0.47
H -4.691 2.251 -0.820  0.22
C 0.907 -3.823 3.356  -1.15
As 0.854 -2.241 2.198  0.82
C -0.298 -1.148 3.344  -1.12
C 2.525 -1.343 2.731  -1.39
C 3.764 -1.572 1.857  2.33
C 4.935 -0.852 2.543  -2.27
C 3.643 -0.931 0.459  -2.09
As 2.161 -1.199 -0.817  1.92
C 3.158 -0.425 -2.317  -1.48
C 2.364 -3.074 -1.333  -1.46
C 4.088 -3.066 1.721  -1.58
As 4.576 -4.020 3.390  0.29
C 4.410 -5.814 2.612  -1.17
C 6.528 -3.913 3.216  -1.18
H 1.586 -4.575 2.957  0.15
H -0.093 -4.256 3.395  0.50
H 1.226 -3.555 4.363  0.38
H 0.107 -1.098 4.356  0.73
H -1.304 -1.564 3.379  0.56
H -0.335 -0.140 2.927  -0.43
H 2.741 -1.644 3.763  0.91
H 2.292 -0.275 2.751  -0.11
H 4.709 0.210 2.657  0.43
H 5.852 -0.944 1.960  0.40
H 5.120 -1.259 3.539  0.53
H 4.521 -1.219 -0.132  0.81
H 3.701 0.160 0.563  0.42
H 3.982 -1.090 -2.581  0.53
H 3.565 0.543 -2.023  0.33
H 2.500 -0.295 -3.175  0.35
H 3.413 -3.359 -1.241  0.44
H 2.056 -3.184 -2.371  0.53
H 1.752 -3.714 -0.700  0.20
H 4.915 -3.207 1.017  0.88
H 3.228 -3.600 1.304  0.19
H 3.360 -6.090 2.512  0.29
H 4.889 -6.534 3.273  0.40
H 4.887 -5.856 1.633  0.37
H 6.877 -2.911 3.451  0.35
H 6.842 -4.178 2.207  0.33
H 6.980 -4.608 3.923  0.42
C 0.080 -2.988 -6.073  -1.21
C -0.500 -3.281 -4.689  -0.54
C -0.169 -2.232 -3.731  0.04
N 0.071 -1.394 -2.985  0.11
H -0.151 -3.810 -6.747  0.38
H 1.161 -2.874 -6.026  0.34
H -0.345 -2.074 -6.483  0.32
H -0.123 -4.227 -4.292  0.32
H -1.589 -3.352 -4.728  0.31

The total energy is -276699.19172 eV. Its frontier orbital gap (spin up / spin down) is 6.7431 / 7.1242 eV. As for the spin multiplicity: 2. As for the charge: +1. As for the HOMO energy (spin up / spin down): -9.597 / -9.948 eV.

=====

Formula: C47H58AsBrCsN7O8P2S
Source: the Open Molecules 2025 dataset
Level of theory: wB97M-V/def2-TZVPD

Each line ends with the Mulliken charge.
Element x y z (Å)
Cs -0.121 0.322 0.046  2.33
N -2.685 -1.390 -0.584  -0.09
C -2.448 -1.098 -1.988  -0.09
C -1.457 -2.144 -2.443  0.55
O -1.737 -3.182 -2.951  -0.63
O -0.129 -1.802 -2.199  -0.13
H -3.352 -2.134 -0.450  0.22
H -2.966 -0.572 -0.059  0.11
H -2.008 -0.105 -2.070  -0.11
H -3.340 -1.154 -2.620  0.44
Br -2.885 -3.506 8.970  -0.35
C -1.668 -4.352 7.745  -0.11
C -0.449 -4.846 8.218  -0.45
C 0.436 -5.440 7.350  -0.37
C 0.149 -5.578 5.944  0.18
C -1.118 -5.037 5.513  -0.37
C -1.996 -4.445 6.394  0.01
N 1.003 -6.209 5.175  -1.17
N 0.667 -6.446 3.873  -0.69
C 0.691 -5.584 2.898  0.44
C 0.179 -6.040 1.622  -0.63
C -0.064 -5.170 0.607  -0.46
C 0.250 -3.805 0.710  -0.58
O -0.238 -2.953 -0.326  0.27
C 0.924 -3.289 1.813  0.02
N 1.318 -1.976 1.827  1.35
C 2.064 -1.575 2.847  -0.24
C 2.462 -2.379 3.902  -0.96
C 1.997 -3.696 3.938  -0.81
C 1.205 -4.186 2.913  0.20
H -0.205 -4.755 9.271  0.31
H 1.381 -5.825 7.717  0.35
H -1.374 -5.112 4.463  0.35
H -2.939 -4.044 6.037  0.36
H -0.103 -7.082 1.543  0.30
H -0.529 -5.508 -0.315  0.39
H 2.376 -0.531 2.803  0.02
H 3.072 -1.984 4.703  0.46
H 2.257 -4.353 4.758  0.58
O -2.741 3.464 0.524  -0.93
S -2.102 2.382 1.272  0.07
O -2.677 1.075 0.992  -0.54
O -0.644 2.411 1.211  -0.33
C -2.468 2.664 2.983  -0.55
C -3.054 3.827 3.447  -0.61
C -3.282 3.970 4.808  -0.73
C -2.923 2.943 5.673  -0.76
C -2.337 1.782 5.192  -0.19
C -2.094 1.621 3.827  -0.57
P -1.296 0.128 3.076  1.52
C -2.656 -1.098 3.216  0.14
C -2.364 -2.380 2.744  0.76
C -3.298 -3.400 2.842  -0.63
C -4.544 -3.148 3.401  -0.95
C -4.854 -1.869 3.841  -0.83
C -3.917 -0.847 3.750  -0.57
C -0.327 -0.319 4.582  -0.38
C 0.663 0.601 4.943  0.15
C 1.464 0.389 6.050  -0.40
C 1.303 -0.766 6.805  -1.06
C 0.352 -1.702 6.433  0.44
C -0.463 -1.477 5.330  -0.19
H -3.332 4.599 2.740  0.51
H -3.756 4.866 5.190  0.39
H -3.111 3.046 6.735  0.42
H -2.073 0.984 5.876  0.63
H -1.392 -2.583 2.306  -0.29
H -3.044 -4.392 2.489  0.40
H -5.269 -3.947 3.496  0.34
H -5.829 -1.667 4.270  0.39
H -4.176 0.144 4.097  0.37
H 0.786 1.493 4.334  -0.22
H 2.222 1.116 6.322  0.33
H 1.933 -0.944 7.668  0.29
H 0.246 -2.623 6.990  0.09
H -1.196 -2.222 5.059  0.07
C -0.607 3.863 -3.258  -1.30
P -1.486 3.512 -1.666  1.17
C -3.153 4.047 -2.179  -1.53
C -0.585 4.751 -0.671  -0.64
O -1.301 2.050 -1.433  -0.13
H -0.813 4.856 -3.662  0.45
H -0.909 3.107 -3.985  0.35
H 0.468 3.759 -3.089  0.05
H -3.197 5.131 -2.297  0.37
H -3.877 3.722 -1.440  0.40
H -3.349 3.561 -3.135  0.38
H -0.361 5.619 -1.291  0.60
H 0.338 4.254 -0.370  -0.39
H -1.125 5.040 0.222  0.30
C 4.830 -0.920 -3.080  -1.17
N 4.334 0.047 -2.113  0.24
C 4.083 -0.534 -0.797  -0.16
C 3.536 1.092 -2.522  0.38
N 2.557 1.482 -1.805  0.80
N 3.953 1.689 -3.742  0.15
C 5.297 2.243 -3.731  -1.16
C 2.993 2.573 -4.363  -1.12
H 4.235 -1.838 -3.029  0.26
H 5.870 -1.176 -2.855  0.32
H 4.769 -0.517 -4.085  0.43
H 5.030 -0.917 -0.409  0.36
H 3.360 -1.350 -0.842  0.18
H 3.685 0.228 -0.134  -0.44
H 2.101 2.329 -2.124  -0.68
H 5.968 1.578 -3.193  0.36
H 5.328 3.231 -3.247  0.33
H 5.655 2.358 -4.757  0.35
H 2.912 3.548 -3.857  0.32
H 2.014 2.095 -4.375  0.34
H 3.304 2.755 -5.394  0.35
O 1.742 -2.745 -1.412  -0.64
C 0.568 -2.561 -1.277  0.05
C 3.326 4.062 0.111  -1.43
As 2.349 2.635 1.092  1.20
C 3.966 2.055 2.076  -1.42
C 1.721 3.819 2.537  -1.10
H 3.901 4.677 0.805  0.48
H 2.637 4.708 -0.438  0.36
H 4.010 3.602 -0.604  0.25
H 4.436 2.896 2.590  0.51
H 4.687 1.607 1.392  0.40
H 3.682 1.302 2.811  0.33
H 2.337 4.714 2.636  0.50
H 1.749 3.272 3.480  0.31
H 0.686 4.102 2.352  0.06

The total energy is -237334.29819 eV. Its frontier orbital gap is 2.8134 eV. As for the spin multiplicity: 1. As for the charge: -2. As for the HOMO energy: -0.004 eV.

=====

Formula: C47H59CaGeINO2P2
Source: the Open Molecules 2025 dataset
Level of theory: wB97M-V/def2-TZVPD

Each line ends with the Mulliken charge.
Element x y z (Å)
Ca 0.306 -0.425 0.465  0.98
C 0.130 -2.216 5.951  -1.46
C 0.351 -1.241 4.791  0.32
C -0.563 -0.014 4.872  -1.50
P 0.366 -1.866 3.042  0.87
C 1.564 -3.295 3.004  1.31
C 1.019 -4.636 3.488  -1.32
C 2.879 -2.905 3.681  -1.59
C -1.251 -2.587 2.631  0.36
C -2.367 -2.646 3.472  -0.43
C -3.597 -3.108 3.030  0.20
C -4.798 -3.141 3.944  -1.56
C -3.693 -3.517 1.697  -0.96
C -2.610 -3.454 0.844  -0.11
C -1.357 -2.985 1.279  -0.10
N -0.261 -2.834 0.442  1.35
C 0.049 -3.834 -0.433  -1.90
C -0.358 -5.180 -0.240  -0.31
C 0.027 -6.197 -1.089  -1.10
C 0.848 -5.965 -2.193  0.34
C 1.303 -7.088 -3.094  -1.64
C 1.251 -4.655 -2.401  0.33
C 0.871 -3.598 -1.573  0.10
P 1.410 -1.895 -1.894  1.00
C 0.740 -1.510 -3.597  0.56
C 1.595 -1.923 -4.792  -1.54
C 0.382 -0.021 -3.672  -1.13
C 3.246 -2.068 -2.096  0.45
C 3.825 -2.682 -0.818  -1.58
C 3.872 -0.695 -2.359  -1.36
H 0.198 -1.679 6.902  0.57
H 0.886 -2.999 5.959  0.22
H -0.845 -2.700 5.911  0.13
H 1.375 -0.865 4.871  0.56
H -1.616 -0.272 4.750  0.17
H -0.299 0.705 4.094  0.27
H -0.449 0.475 5.843  0.55
H 1.755 -3.392 1.933  -0.44
H 0.730 -4.610 4.542  0.18
H 1.779 -5.414 3.365  0.50
H 0.142 -4.929 2.908  0.19
H 2.777 -2.855 4.768  0.27
H 3.230 -1.933 3.321  0.28
H 3.647 -3.650 3.456  0.48
H -2.281 -2.327 4.501  0.01
H -4.499 -3.036 4.988  0.37
H -5.351 -4.077 3.846  0.36
H -5.493 -2.328 3.715  0.28
H -4.646 -3.871 1.315  0.34
H -2.721 -3.749 -0.193  0.56
H -0.985 -5.419 0.613  0.30
H -0.310 -7.209 -0.878  0.33
H 0.589 -7.914 -3.084  0.38
H 2.272 -7.492 -2.783  0.29
H 1.408 -6.751 -4.127  0.36
H 1.901 -4.450 -3.245  0.17
H -0.187 -2.088 -3.620  0.55
H 2.549 -1.391 -4.801  0.21
H 1.072 -1.677 -5.721  0.50
H 1.803 -2.993 -4.807  0.33
H 1.267 0.612 -3.577  0.12
H -0.301 0.261 -2.868  -0.13
H -0.098 0.214 -4.628  0.56
H 3.455 -2.738 -2.934  0.63
H 3.598 -2.052 0.047  0.09
H 4.915 -2.753 -0.899  0.49
H 3.427 -3.683 -0.638  0.32
H 3.362 -0.149 -3.155  0.19
H 4.923 -0.804 -2.644  0.51
H 3.824 -0.081 -1.454  0.08
O -1.767 -0.194 -0.621  -0.64
C -1.734 1.066 -0.595  0.41
O -0.763 1.707 -0.087  -0.06
C -2.907 1.866 -1.133  -1.46
C -2.511 3.091 -1.960  -1.01
Ge -1.175 4.321 -1.176  1.86
C -1.345 4.729 0.739  -0.01
C -2.058 5.871 1.112  -0.29
C -2.210 6.220 2.450  -0.70
C -1.631 5.436 3.440  -0.47
C -0.909 4.304 3.083  -1.11
C -0.772 3.949 1.747  0.47
C -1.479 6.071 -2.059  -0.44
C -0.458 7.022 -1.965  -0.15
C -0.584 8.281 -2.536  -0.74
C -1.745 8.619 -3.223  -0.44
C -2.768 7.688 -3.332  -0.66
C -2.633 6.429 -2.755  -0.33
C 0.627 3.842 -1.783  0.21
C 1.700 3.597 -0.929  -0.17
C 2.951 3.267 -1.431  -0.56
C 3.154 3.199 -2.805  -0.35
C 2.097 3.451 -3.670  -0.81
C 0.843 3.761 -3.158  -0.39
H -3.473 2.190 -0.254  0.45
H -3.546 1.192 -1.700  0.40
H -3.416 3.669 -2.159  0.25
H -2.121 2.796 -2.939  0.39
H -2.504 6.504 0.352  0.33
H -2.774 7.107 2.714  0.39
H -1.738 5.708 4.483  0.37
H -0.447 3.690 3.847  0.41
H -0.222 3.057 1.481  0.26
H 0.456 6.767 -1.438  0.37
H 0.224 8.997 -2.448  0.39
H -1.847 9.598 -3.675  0.36
H -3.677 7.940 -3.867  0.40
H -3.451 5.723 -2.857  0.22
H 1.557 3.624 0.146  0.26
H 3.758 3.033 -0.750  0.52
H 4.129 2.930 -3.196  0.37
H 2.243 3.395 -4.743  0.34
H 0.024 3.953 -3.848  0.36
I 2.920 0.780 1.523  -0.74

The total energy is -156923.70440 eV. Its frontier orbital gap is 6.5251 eV. As for the spin multiplicity: 1. As for the charge: -1. As for the HOMO energy: -4.034 eV.